[1]
A structure of composition C17H14F6N5O6RuS3. Source: the OMol25 dataset; level of theory: wB97M-V/def2-TZVPD.

CARTESIAN COORDINATES (ANGSTROEM)
Ru1 0.39 -0.17 0.15
N1 1.07 1.57 4.03
C1 0.98 1.16 2.75
S1 0.64 -0.52 2.45
N2 1.17 2.09 1.83
N3 1.07 1.62 0.57
C2 1.47 2.33 -0.42
C3 1.26 1.82 -1.77
C4 1.82 2.49 -2.85
C5 1.62 2.00 -4.13
C6 0.83 0.88 -4.29
C7 0.30 0.27 -3.16
N4 0.52 0.70 -1.93
H1 1.05 0.89 4.76
H2 1.45 2.48 4.22
H3 1.92 3.29 -0.24
H4 2.42 3.37 -2.67
H5 2.06 2.50 -4.98
H6 0.63 0.47 -5.27
H7 -0.32 -0.61 -3.26
F1 3.88 -2.61 0.90
C8 4.44 -2.06 -0.18
F2 5.07 -3.00 -0.87
F3 5.30 -1.12 0.20
S2 3.12 -1.30 -1.23
O1 2.44 -0.44 -0.25
O2 3.79 -0.60 -2.28
N5 2.29 -2.49 -1.79
S3 1.28 -3.33 -0.89
O3 1.71 -4.67 -0.66
O4 0.78 -2.56 0.23
C9 -0.15 -3.51 -2.03
F4 -0.69 -2.33 -2.32
F5 0.21 -4.10 -3.16
F6 -1.07 -4.26 -1.42
C10 -2.79 3.22 1.48
C11 -2.28 1.88 1.00
O5 -1.40 1.86 0.14
C12 -2.87 0.65 1.55
C13 -3.94 0.71 2.46
C14 -4.57 -0.43 2.90
C15 -4.15 -1.67 2.43
C16 -3.10 -1.77 1.54
C17 -2.43 -0.62 1.09
O6 -1.46 -0.76 0.22
H8 -2.17 4.00 1.04
H9 -2.74 3.28 2.57
H10 -3.82 3.37 1.18
H11 -4.28 1.67 2.81
H12 -5.39 -0.36 3.61
H13 -4.65 -2.57 2.77
H14 -2.76 -2.73 1.18

The value obtained for the gap between HOMO and LUMO (spin up / spin down) is 7.161 / 6.483 eV. Its total charge is 0. The calculation puts the LUMO energy (spin up / spin down) at -0.9 / -1.5 eV. The multiplicity is 2.

=====

[2]
The molecule C17H14N2O3 in a non-equilibrium geometry. Source: the OMol25 dataset; level of theory: wB97M-V/def2-TZVPD.

CARTESIAN COORDINATES (ANGSTROEM)
N1 -2.16 -3.72 -0.06
C1 -1.56 -2.74 -0.14
C2 -0.76 -1.59 -0.20
C3 -1.18 -0.31 -0.19
C4 -2.53 0.20 -0.12
C5 -2.73 1.58 -0.23
C6 -3.99 2.13 -0.17
C7 -5.10 1.32 -0.01
C8 -4.92 -0.07 0.11
C9 -3.66 -0.62 0.05
H1 -3.54 -1.69 0.14
O1 -6.05 -0.83 0.28
H2 -5.82 -1.76 0.32
O2 -6.34 1.85 0.04
H3 -6.98 1.13 0.15
H4 -4.14 3.19 -0.26
H5 -1.87 2.23 -0.36
H6 -0.42 0.45 -0.29
C10 0.70 -1.93 -0.36
O3 1.11 -2.68 -1.21
N2 1.50 -1.32 0.55
H7 1.11 -0.69 1.23
C11 2.93 -1.53 0.57
C12 3.71 -0.28 0.25
C13 4.75 0.14 1.07
C14 5.47 1.28 0.75
C15 5.16 2.01 -0.37
C16 4.11 1.61 -1.18
C17 3.39 0.47 -0.87
H8 2.58 0.15 -1.52
H9 3.86 2.18 -2.07
H10 5.72 2.90 -0.61
H11 6.29 1.59 1.39
H12 5.00 -0.43 1.95
H13 3.13 -2.29 -0.19
H14 3.23 -1.92 1.55

The SMILES is N#C/C(=C\c1ccc(O)c(O)c1)C(=O)NCc1ccccc1. The value obtained for the gap between HOMO and LUMO is 8.097 eV. Its total charge is 0. The calculation puts the LUMO energy at -0.4 eV. The multiplicity is 1.

=====

The calculation returns the following ΔE to the lowest compared entry with this formula, charge and spin values, one per record and in order: 159.91 213.13 kJ/mol.